(1)
Below is a cluster of 2 separate species, C13H9ClNO2 in total, with properties calculated with wB97M-V/def2-TZVPD.

Calculated values
- Total charge: -1
- Frontier orbital gap: 5.69 eV
- Relative energy (zero: lowest compared OMol25 entry of this formula, charge and spin): 1.9 kcal per mole
- E: -31735.527 eV
- LUMO energy: 2.83 eV

```
26
Properties=species:S:1:pos:R:3:forces:R:3:lowdin_charge:R:1
Cl 6.17267 -0.75511 2.70277 1.206 -0.027 0.036 0.564
C 4.45908 -0.72043 2.68763 -1.425 0.039 -0.076 -0.767
C 3.73738 -1.93338 2.68728 0.288 0.842 0.193 -0.169
C 2.36133 -1.90515 2.61593 -0.363 0.689 -0.278 -0.059
C 1.64006 -0.65959 2.35313 0.862 -0.048 -0.033 -0.470
O 0.48113 -0.63388 1.86568 -0.232 -0.018 0.448 -0.103
C 2.41208 0.54949 2.62460 -0.371 -0.620 -0.301 -0.059
C 3.78822 0.52102 2.69016 0.257 -0.895 0.201 -0.169
H 4.27691 -2.88005 2.74637 -0.096 0.231 0.045 0.085
H 1.78378 -2.82179 2.64834 -0.003 -0.009 -0.188 0.084
H 1.87360 1.48901 2.65806 -0.009 0.032 -0.183 0.084
H 4.36510 1.44407 2.74609 -0.078 -0.194 0.057 0.085
C -3.49669 1.02655 -3.97230 0.169 0.025 0.036 -0.115
C -2.12276 1.33145 -3.88563 -0.627 -0.203 0.212 -0.098
C -1.43638 1.06990 -2.70604 -0.105 -0.073 0.047 -0.039
C -2.10623 0.49856 -1.61809 0.251 -0.201 0.587 -0.248
N -1.32216 0.21846 -0.46377 -0.246 -0.010 0.092 0.167
C -1.73231 -0.21223 0.60535 -1.052 -0.242 0.358 -0.315
O -2.25636 -0.60849 1.57547 0.782 0.456 -1.025 0.162
C -3.47706 0.20794 -1.68659 0.117 0.169 -0.459 -0.030
C -4.17038 0.46963 -2.87276 0.534 0.233 -0.216 -0.101
H -4.04087 1.22643 -4.90335 0.228 -0.092 0.418 0.092
H -1.59204 1.76751 -4.73303 -0.208 -0.115 0.200 0.097
H -0.37503 1.28854 -2.58670 -0.294 -0.074 -0.092 0.115
H -3.98876 -0.22043 -0.82707 0.129 0.051 -0.144 0.109
H -5.23432 0.24198 -2.95153 0.286 0.052 0.065 0.096
```
Forces are in eV/Å.



(2)
Below is the molecule C13H9N5O2, with properties calculated with wB97M-V/def2-TZVPD.

Calculated values
- Structure (SMILES): [H]/N=c1\c2ccccc2nnn1-c1ccccc1[N+](=O)[O-]
- Frontier orbital gap: 8.18 eV
- Relative energy (zero: lowest compared OMol25 entry of this formula, charge and spin): 43.3 kcal per mole
- E: -25165.449 eV
- LUMO energy: -0.59 eV

```
29
Properties=species:S:1:pos:R:3:forces:R:3:lowdin_charge:R:1
H -2.39862 0.54590 -0.78958 0.452 -0.312 0.331 0.057
N -1.46938 0.14419 -0.85727 -0.301 0.570 -5.457 0.188
C -0.82269 -0.05837 0.16090 -1.026 -0.358 0.017 -0.349
C -1.56400 0.15017 1.36108 1.481 -0.697 3.194 -0.097
C -2.88904 0.59611 1.50148 1.510 0.580 1.230 0.006
C -3.23793 1.03387 2.79730 0.687 -0.449 -0.260 -0.088
C -2.43594 0.86206 3.93909 0.240 0.924 -0.734 -0.046
C -1.09516 0.37239 3.71252 -1.652 -0.271 4.587 -0.024
C -0.72074 -0.06789 2.49368 -1.166 0.390 -1.692 -0.259
N 0.51293 -0.71444 2.41860 2.771 -0.073 -3.568 0.082
N 1.14901 -0.87831 1.27496 -2.103 0.072 2.393 0.122
N 0.50373 -0.53489 0.09617 -1.514 1.031 2.744 -0.016
C 1.17325 -0.68188 -1.11193 2.925 0.055 -2.081 -0.133
C 1.65020 -1.97148 -1.43280 0.901 2.590 -3.073 0.019
C 2.42684 -2.18130 -2.62012 -0.198 1.185 0.104 -0.055
C 2.72147 -1.13871 -3.53779 -1.163 0.969 1.572 -0.058
C 2.27226 0.23228 -3.28069 0.698 -2.938 1.830 0.057
C 1.64270 0.42423 -1.96393 0.186 -3.489 -3.427 -0.078
N 1.28126 1.74620 -1.75350 -1.602 3.161 0.773 -0.398
O 1.49639 2.19150 -0.65298 0.477 -0.048 1.592 0.097
O 0.75819 2.44270 -2.61037 0.320 -0.935 -0.720 0.083
H -3.57447 0.76869 0.67933 0.198 -0.035 0.071 0.108
H -4.09438 1.66033 2.90194 -0.934 -0.188 0.091 0.091
H -2.96991 1.28600 4.87536 1.874 -1.001 -1.264 0.133
H -0.39866 0.15715 4.59602 -1.060 0.519 -1.401 0.138
H 1.36075 -2.80281 -0.90211 -0.574 -1.548 1.493 0.086
H 2.83528 -3.17412 -2.85590 -0.426 0.419 0.266 0.106
H 3.28302 -1.42578 -4.42476 -0.145 0.436 0.088 0.096
H 2.60363 1.01620 -4.01470 -0.857 -0.557 1.301 0.132
```
Forces are in eV/Å.



(3)
Below is the molecule C13H9N5O3S, with properties calculated with wB97M-V/def2-TZVPD.

Calculated values
- Structure (SMILES): Nc1cnc2ccn(S(=O)(=O)c3cccc4nonc34)c2c1
- Frontier orbital gap: 5.97 eV
- Relative energy (zero: lowest compared OMol25 entry of this formula, charge and spin): 57.6 kcal per mole
- E: -38050.307 eV
- LUMO energy: -1.88 eV

```
31
Properties=species:S:1:pos:R:3:forces:R:3:lowdin_charge:R:1
N -4.32812 1.92310 -0.72653 0.248 0.255 0.683 0.062
C -3.20490 1.87112 0.14242 -0.255 -0.662 -1.186 -0.304
C -3.32542 2.32249 1.47384 0.731 -0.611 0.813 -0.097
N -2.30131 2.29772 2.36676 -0.747 0.438 -1.306 0.112
C -1.10001 1.89750 1.90387 0.619 -0.381 -0.134 -0.246
C 0.23255 1.87975 2.51983 0.577 -0.577 -1.086 0.006
C 1.13291 1.31737 1.61756 -1.598 0.915 1.543 -0.094
N 0.41439 0.94294 0.47080 1.084 -0.834 -2.068 -0.119
S 1.15279 0.04930 -0.93171 2.505 1.886 -1.727 0.823
O 2.61148 -0.01172 -0.72283 -2.781 -0.256 1.048 -0.303
O 0.87809 0.66527 -2.26301 -1.105 -1.529 3.332 -0.313
C 0.44590 -1.63599 -0.80517 -0.534 1.158 -2.432 -0.175
C -0.02123 -2.26388 -1.96341 0.805 1.485 1.042 -0.019
C -0.61102 -3.55071 -1.85607 -0.357 -1.343 1.468 -0.038
C -0.76233 -4.16278 -0.61357 -0.428 0.049 -1.975 0.033
C -0.33659 -3.48694 0.55199 -0.656 -1.536 -0.364 -0.295
N -0.44663 -3.86805 1.78228 0.823 1.082 2.384 0.192
O 0.14828 -2.80205 2.55042 -0.548 -0.227 -4.091 -0.018
N 0.57180 -1.79996 1.63625 -0.263 -1.227 1.559 0.196
C 0.27371 -2.26619 0.44500 1.091 2.315 1.287 -0.268
C -0.91381 1.35034 0.61434 -1.386 -0.341 -1.378 -0.196
C -1.99338 1.31148 -0.31550 0.283 0.600 1.026 0.052
H -5.18336 2.38978 -0.37743 1.043 -0.803 -0.727 0.098
H -4.31684 1.41296 -1.61980 -0.180 0.675 1.087 0.097
H -4.35748 2.59019 1.80252 1.112 0.020 0.107 0.116
H 0.50944 2.27092 3.48883 -0.087 -0.057 -0.107 0.100
H 2.20569 1.22472 1.75367 -0.358 -0.309 -0.431 0.120
H 0.03548 -1.78028 -2.95863 0.097 -0.159 0.921 0.133
H -0.95527 -4.04355 -2.76955 0.106 0.106 0.450 0.117
H -1.24453 -5.11909 -0.49151 -0.023 -0.150 -0.202 0.120
H -1.91379 0.97441 -1.35429 0.179 0.020 0.465 0.110
```
Forces are in eV/Å.